Record 1
8 unconnected molecules or ions with the total composition C9H34N6O8 at a distorted geometry, computed with ωB97M-V/def2-TZVPD.

CARTESIAN COORDINATES (ANGSTROEM)
1 C -21.7850 5.6380 19.0920
2 C -23.2580 5.4960 18.6380
3 O -24.0040 6.5970 18.2300
4 H -21.6220 6.0860 20.1260
5 H -21.2510 6.2740 18.3850
6 H -21.3120 4.6200 19.0660
7 H -23.8780 4.9000 19.3070
8 H -23.3010 4.8030 17.8390
9 H -24.7900 6.3610 17.7630
10 C -24.5250 7.4410 14.9140
11 O -25.7920 7.1800 14.4080
12 N -23.7660 6.4940 15.3100
13 N -24.0220 8.6240 14.9220
14 H -24.1990 5.5050 15.4220
15 H -22.7950 6.5810 15.4580
16 H -24.6760 9.4140 14.8210
17 H -22.9900 8.7750 15.0650
18 C -24.5010 2.8290 15.6030
19 O -25.1010 4.0780 15.8680
20 N -23.4880 2.7970 14.8030
21 N -24.8040 1.6720 16.1220
22 H -23.2050 3.6680 14.4150
23 H -23.0860 1.8750 14.4390
24 H -25.4200 1.4110 16.9450
25 H -24.1750 0.8880 15.7450
26 C -23.2630 10.0010 18.7640
27 O -22.9950 11.2980 19.1570
28 N -23.6050 9.7210 17.5530
29 N -23.0630 8.9180 19.4710
30 H -23.9320 10.4510 16.9390
31 H -23.8990 8.7880 17.2530
32 H -23.0170 9.1210 20.4930
33 H -23.2750 7.9560 19.2690
34 C -28.4610 5.0560 14.6310
35 O -28.1040 6.0870 13.7100
36 H -29.3650 4.6340 14.3040
37 H -28.6820 5.6140 15.5520
38 H -27.6010 4.3480 14.7670
39 H -27.2270 6.3750 13.9600
40 C -27.2470 4.5260 19.0330
41 O -26.1020 3.8290 18.5590
42 H -27.6340 4.0350 19.9480
43 H -27.9850 4.4810 18.2340
44 H -26.9540 5.5260 19.4260
45 H -25.7600 4.1720 17.7450
46 C -28.4830 9.4790 14.0800
47 O -27.7010 9.5800 12.9170
48 H -28.0820 8.7220 14.7240
49 H -29.5280 9.4230 13.8500
50 H -28.4690 10.3950 14.6780
51 H -27.7170 8.6730 12.4690
52 C -26.7620 7.8360 17.3430
53 O -26.5850 6.4880 16.8060
54 H -27.7020 8.2930 16.8980
55 H -25.9630 8.3770 16.8170
56 H -26.6270 7.8920 18.4310
57 H -26.7120 6.4760 15.8440

Values from the calculation:
highest occupied orbital energy = -8.83 eV
LUMO level = -0.34 eV
energy above the lowest of the compared OMol25 structures with the same formula, charge and spin = 135.24 kcal per mole
2S+1 = 1
electronic energy = -35202.44896 eV
SMILES = NC(N)=O.NC(N)=O.NC(N)=O.CCO.CO.CO.CO.CO
charge = 0

Record 2
A single C3H4ClN molecule at a distorted geometry, computed with ωB97M-V/def2-TZVPD.

CARTESIAN COORDINATES (ANGSTROEM)
1 C 0.6885 1.2725 1.2672
2 C -0.5644 -1.1231 -0.8828
3 C -0.1379 0.4136 0.7951
4 N -0.5594 -0.6426 0.3849
5 Cl -0.6504 0.1670 -2.2474
6 H 0.5248 2.2887 1.4299
7 H 1.7225 0.8473 1.3755
8 H 0.3795 -1.5093 -1.0219
9 H -1.4033 -1.7141 -1.1005

Values from the calculation:
highest occupied orbital energy (alpha / beta) = -5.51 / -10.50 eV
LUMO level (alpha / beta) = 0.96 / -2.80 eV
energy above the lowest of the compared OMol25 structures with the same formula, charge and spin = 0.00 kcal per mole
2S+1 = 3
electronic energy = -17182.43442 eV
charge = 0
⟨S²⟩ = 2.0168

Record 3
A single C2HCl4NO3 molecule at a distorted geometry, computed with ωB97M-V/def2-TZVPD.

CARTESIAN COORDINATES (ANGSTROEM)
1 C 0.1849 0.0429 -0.3302
2 C -1.1356 0.6567 0.1415
3 N 0.6207 -1.2052 0.5770
4 O -0.1881 -1.9981 1.0043
5 O 1.8041 -1.2418 0.7647
6 O 1.2677 0.9870 -0.3196
7 Cl 0.0989 -0.6658 -1.9604
8 Cl -0.9220 1.1819 1.8098
9 Cl -1.3519 2.1510 -0.8881
10 Cl -2.4526 -0.5097 -0.1023
11 H 2.0741 0.6012 -0.6968

Values from the calculation:
highest occupied orbital energy = -11.19 eV
LUMO level = -0.38 eV
energy above the lowest of the compared OMol25 structures with the same formula, charge and spin = 4.60 kcal per mole
2S+1 = 1
electronic energy = -59808.90796 eV
SMILES = O=[N+]([O-])[C@@](O)(Cl)C(Cl)(Cl)Cl
charge = 0

Record 4
A molecular structure, C30H41BeN3SSbSe, computed with ωB97M-V/def2-TZVPD.

CARTESIAN COORDINATES (ANGSTROEM)
1 Be 0.2769 0.3886 0.2657
2 N 3.9890 1.1136 0.9132
3 C 4.1549 2.3013 1.6788
4 C 5.2713 2.4774 2.4760
5 C 5.3893 3.6327 3.2372
6 C 4.3801 4.5824 3.2304
7 C 3.2462 4.3855 2.4530
8 C 3.1481 3.2564 1.6562
9 S 1.7966 3.0249 0.5441
10 N 1.6771 1.3214 0.6568
11 C 2.7543 0.6112 0.6989
12 C 2.5171 -0.8385 0.5105
13 C 3.4805 -1.8226 0.4350
14 C 3.0650 -3.1312 0.2278
15 C 1.7141 -3.4025 0.1029
16 C 0.8116 -2.3546 0.1764
17 N 1.2072 -1.1028 0.3849
18 H 4.7587 0.4647 0.9322
19 H 6.0486 1.7228 2.4992
20 H 6.2708 3.7810 3.8454
21 H 4.4706 5.4766 3.8309
22 H 2.4486 5.1173 2.4455
23 H 4.5334 -1.5926 0.5176
24 H 3.7938 -3.9268 0.1574
25 H 1.3565 -4.4079 -0.0651
26 H -0.2526 -2.5044 0.0530
27 C -3.9910 0.4158 0.3088
28 C -3.3053 -0.4597 1.3577
29 C -4.2578 -0.7447 2.5148
30 C -2.8858 -1.7683 0.6847
31 Sb -1.4808 0.5529 1.9924
32 C -0.8201 -0.3827 3.8524
33 C -0.8412 -1.9001 3.6689
34 C 0.6305 0.0587 4.0661
35 C -1.6716 -0.0027 5.0599
36 C -2.0248 2.6125 2.4692
37 C -2.1137 3.3650 1.1395
38 C -3.3493 2.7140 3.2201
39 C -0.9076 3.2280 3.3125
40 H -4.8325 -0.1404 -0.1162
41 H -3.3206 0.6702 -0.5159
42 H -4.3922 1.3368 0.7305
43 H -5.1647 -1.2133 2.1195
44 H -4.5595 0.1617 3.0398
45 H -3.8293 -1.4346 3.2427
46 H -3.7824 -2.3004 0.3517
47 H -2.3458 -2.4342 1.3607
48 H -2.2729 -1.5728 -0.1992
49 H -0.2566 -2.2171 2.8014
50 H -1.8517 -2.2945 3.5657
51 H -0.3962 -2.3715 4.5512
52 H 1.2714 -0.2737 3.2447
53 H 1.0134 -0.3928 4.9871
54 H 0.7351 1.1404 4.1599
55 H -2.7192 -0.2753 4.9292
56 H -1.6221 1.0625 5.2828
57 H -1.3002 -0.5360 5.9413
58 H -2.8940 2.9739 0.4870
59 H -1.1714 3.3374 0.5896
60 H -2.3497 4.4145 1.3425
61 H -4.1918 2.3598 2.6268
62 H -3.5397 3.7665 3.4536
63 H -3.3377 2.1662 4.1628
64 H 0.0674 3.1436 2.8277
65 H -0.8445 2.7879 4.3078
66 H -1.1178 4.2947 3.4419
67 Se -0.4415 0.6843 -1.7349
68 C 1.2576 0.1146 -2.4475
69 C 2.3403 0.9899 -2.4954
70 C 3.5838 0.5500 -2.9328
71 C 3.7594 -0.7664 -3.3363
72 C 2.6763 -1.6360 -3.3178
73 C 1.4345 -1.1991 -2.8776
74 H 2.2067 2.0228 -2.1982
75 H 4.4123 1.2465 -2.9739
76 H 4.7246 -1.1051 -3.6897
77 H 2.7946 -2.6567 -3.6601
78 H 0.5894 -1.8768 -2.8768

Values from the calculation:
highest occupied orbital energy = -10.45 eV
LUMO level = -3.66 eV
2S+1 = 1
electronic energy = -119364.28182 eV
charge = +1

Record 5
3 unconnected molecules or ions with the total composition C3H13NO2 at a distorted geometry, computed with ωB97M-V/def2-TZVPD.

CARTESIAN COORDINATES (ANGSTROEM)
1 C 0.4625 0.3350 1.4587
2 N -0.5697 0.5672 0.4573
3 C -1.8817 -0.0286 0.7728
4 C -0.5767 1.9316 0.0032
5 H 0.8750 -0.6735 1.4330
6 H 0.0629 0.5234 2.4886
7 H 1.3089 1.0100 1.4125
8 H -2.3649 0.0620 -0.1988
9 H -1.7943 -1.0152 1.2129
10 H -2.3833 0.7220 1.4249
11 H -1.5971 2.3332 0.0791
12 H -0.2041 2.0680 -1.0169
13 H 0.0339 2.5545 0.6766
14 H 1.0714 -2.3290 -0.8366
15 H -0.4384 -1.8927 -0.9451
16 O 0.1814 -2.6101 -0.7324
17 H 1.7100 -0.1915 -2.4092
18 H 1.5016 0.4276 -1.0097
19 O 2.1504 -0.0239 -1.5632

Values from the calculation:
highest occupied orbital energy = -8.56 eV
LUMO level = 0.71 eV
energy above the lowest of the compared OMol25 structures with the same formula, charge and spin = 32.97 kcal per mole
2S+1 = 1
electronic energy = -8905.99596 eV
SMILES = CN(C)C.O.O
charge = 0

Record 6
A molecular structure, C11H30NO4PS2Si2 at a distorted geometry, computed with ωB97M-V/def2-TZVPD.

CARTESIAN COORDINATES (ANGSTROEM)
1 N 5.4585 2.6428 1.7006
2 C 4.4612 2.8753 0.6415
3 C 3.5347 4.0322 1.0412
4 Si 1.7265 3.8073 0.6490
5 O 1.0251 2.5756 1.5132
6 Si 0.9570 1.0709 0.8211
7 S -0.9935 0.5659 0.1423
8 P 0.6264 5.6813 1.2762
9 S -1.1600 5.8559 0.4997
10 H 5.0242 2.1104 2.4435
11 H 6.2252 2.0923 1.3370
12 H 3.9102 1.9578 0.4518
13 H 5.0000 3.1304 -0.2589
14 H 3.6682 4.2437 2.0951
15 H 3.8480 4.9241 0.5068
16 H 1.4333 3.6452 -0.7868
17 H 1.3556 0.0789 1.8399
18 H 1.9334 0.9978 -0.2809
19 H -1.2020 -0.5981 0.7629
20 H 0.6119 5.6337 2.6845
21 H 1.5009 6.7577 1.0238
22 C -3.8455 -2.8997 -0.8876
23 C -2.7587 -3.4139 0.0186
24 O -2.4218 -2.8137 1.0138
25 C -2.0992 -4.7144 -0.3730
26 H -4.2307 -1.9610 -0.5005
27 H -3.4574 -2.7327 -1.8904
28 H -4.6573 -3.6274 -0.9451
29 H -1.6395 -4.6164 -1.3575
30 H -2.8425 -5.5119 -0.4156
31 H -1.3363 -4.9729 0.3568
32 C 3.7288 -2.8031 1.7171
33 C 4.6803 -1.6408 1.8560
34 O 4.8821 -0.8757 0.9432
35 C 5.3678 -1.4738 3.1895
36 H 3.3042 -2.8076 0.7169
37 H 4.2571 -3.7422 1.8883
38 H 2.9236 -2.7169 2.4484
39 H 5.9621 -2.3594 3.4185
40 H 4.6262 -1.3386 3.9784
41 H 6.0200 -0.6048 3.1573
42 C -7.1326 -1.7563 -3.5344
43 C -5.9664 -0.8031 -3.6411
44 O -4.8653 -1.1058 -3.2493
45 C -6.2423 0.5461 -4.2571
46 H -6.8045 -2.6854 -3.0759
47 H -7.9227 -1.3137 -2.9263
48 H -7.5356 -1.9669 -4.5261
49 H -6.9994 1.0749 -3.6762
50 H -6.6111 0.4230 -5.2766
51 H -5.3282 1.1329 -4.2734

Values from the calculation:
highest occupied orbital energy = -8.10 eV
LUMO level = 0.61 eV
2S+1 = 1
electronic energy = -68290.86558 eV
charge = 0

Record 7
2 unconnected molecules or ions with the total composition CH6NO3P at a distorted geometry, computed with ωB97M-V/def2-TZVPD.

CARTESIAN COORDINATES (ANGSTROEM)
1 C 0.6026 -1.2684 -1.0987
2 N -1.2783 1.3977 0.6478
3 O 1.5242 1.2755 1.1369
4 O -0.3457 0.5793 2.7669
5 O -0.3258 -1.1008 -2.1790
6 P 0.1019 1.1631 1.3196
7 H 1.7247 -1.4113 -1.3359
8 H 0.2626 -2.1711 -0.5797
9 H 0.4479 -0.3865 -0.4539
10 H -1.2986 1.6564 -0.2499
11 H -0.1074 -0.2416 -2.6710
12 H -1.3079 0.5076 2.6970

Values from the calculation:
highest occupied orbital energy = -10.60 eV
LUMO level = -0.04 eV
energy above the lowest of the compared OMol25 structures with the same formula, charge and spin = 24.20 kcal per mole
2S+1 = 1
electronic energy = -18055.45493 eV
charge = 0

Record 8
2 unconnected molecules or ions with the total composition C3H9NO at a distorted geometry, computed with ωB97M-V/def2-TZVPD.

CARTESIAN COORDINATES (ANGSTROEM)
1 N -0.3988 1.3161 2.0134
2 C -0.2626 0.3201 0.9675
3 C -1.5345 0.9164 -1.2473
4 C -0.5240 0.8893 -0.4140
5 H -0.1505 2.2498 1.7578
6 H 0.1471 0.9888 2.9023
7 H -0.7213 -0.6267 1.3764
8 H 0.8761 -0.2240 0.8270
9 H -1.5315 1.3254 -2.2016
10 H -2.4900 0.3837 -0.9737
11 H 0.4247 1.4877 -0.9129
12 H 1.4802 -2.8681 -1.6651
13 H 2.4667 -3.5196 -1.2504
14 O 2.2183 -2.6387 -1.1796

Values from the calculation:
highest occupied orbital energy = -8.83 eV
LUMO level = 0.85 eV
energy above the lowest of the compared OMol25 structures with the same formula, charge and spin = 73.13 kcal per mole
2S+1 = 1
electronic energy = -6791.88463 eV
SMILES = C=CCN.O
charge = 0

Record 9
2 unconnected molecules or ions with the total composition CH2N2O3 at a distorted geometry, computed with ωB97M-V/def2-TZVPD.

CARTESIAN COORDINATES (ANGSTROEM)
1 C 0.1469 0.1847 -0.2868
2 N 1.1115 0.8727 -0.9719
3 N 0.7948 -1.2384 -2.9046
4 O 1.4690 -1.1672 -3.8461
5 O 0.2494 -2.1055 -2.2723
6 O -0.1612 1.1893 -1.1838
7 H -0.1912 -0.7536 -0.6080
8 H 0.0084 0.4435 0.7089

Values from the calculation:
highest occupied orbital energy (alpha / beta) = -10.40 / -9.58 eV
LUMO level (alpha / beta) = -0.12 / -1.51 eV
energy above the lowest of the compared OMol25 structures with the same formula, charge and spin = 131.14 kcal per mole
2S+1 = 1
electronic energy = -10184.40921 eV
charge = 0

Record 10
A single C6H15N molecule at a distorted geometry, computed with ωB97M-V/def2-TZVPD.

CARTESIAN COORDINATES (ANGSTROEM)
1 C -0.9952 1.1580 0.6045
2 C -1.1039 2.1100 1.8183
3 C -0.2688 -0.1511 0.8844
4 N 0.6794 -0.5364 -0.1666
5 C 0.1688 -0.6765 -1.4962
6 C -0.3172 -2.1251 -1.7778
7 C 2.0549 -0.2161 0.0694
8 H -2.0187 1.0747 0.2204
9 H -0.5126 1.7225 -0.2012
10 H -1.4816 1.5650 2.6802
11 H -0.1949 2.7079 1.9172
12 H -1.7964 2.9017 1.5200
13 H 0.3288 -0.0298 1.7962
14 H -0.8411 -1.0533 1.1335
15 H 1.0022 -0.4333 -2.1573
16 H -0.6756 -0.0483 -1.8069
17 H -0.8061 -2.3709 -0.8292
18 H -1.0008 -2.1751 -2.6230
19 H 0.4033 -2.9225 -1.9791
20 H 2.6641 -0.7906 -0.6276
21 H 2.4560 -0.5767 1.0226
22 H 2.2554 0.8658 -0.0018

Values from the calculation:
highest occupied orbital energy = -7.78 eV
LUMO level = 1.08 eV
energy above the lowest of the compared OMol25 structures with the same formula, charge and spin = 36.17 kcal per mole
2S+1 = 1
electronic energy = -7954.19800 eV
SMILES = CCCN(C)CC
charge = 0

Record 11
A single C3H4N2OS molecule at a distorted geometry, computed with ωB97M-V/def2-TZVPD.

CARTESIAN COORDINATES (ANGSTROEM)
1 C 1.1690 0.8973 0.4583
2 C -1.3925 -0.9076 0.1261
3 C 1.5023 -0.5243 -0.0012
4 H 1.0685 1.0225 1.5479
5 H 1.9909 1.6104 0.1035
6 H -2.1351 -1.6613 0.0901
7 H 2.3164 -0.6818 -0.6702
8 N -1.4269 0.1549 -0.5563
9 N 0.7582 -1.5599 0.1856
10 O -0.3757 -1.1535 1.0216
11 S -0.2017 1.3738 -0.6343

Values from the calculation:
highest occupied orbital energy = -9.08 eV
LUMO level = 0.71 eV
energy above the lowest of the compared OMol25 structures with the same formula, charge and spin = 81.52 kcal per mole
2S+1 = 1
electronic energy = -19035.51320 eV
SMILES = C1=NOC=NSC1
charge = 0

Record 12
2 unconnected molecules or ions with the total composition C7H7I2NO at a distorted geometry, computed with ωB97M-V/def2-TZVPD.

CARTESIAN COORDINATES (ANGSTROEM)
1 C 2.2217 0.2316 0.6331
2 C 3.1971 0.7206 0.1237
3 C -0.1178 -0.1318 0.4659
4 C -0.2232 0.3805 -0.9752
5 C -1.7753 0.2829 -1.2000
6 C -2.3519 -0.0517 0.2365
7 C 1.0947 -0.2982 1.1929
8 N -1.2458 -0.4228 1.0075
9 O 0.9136 -0.6922 2.4530
10 I 4.8264 1.4379 -0.7040
11 I 1.4673 -2.9933 -0.5310
12 H 0.0453 1.4561 -0.9385
13 H 0.1598 -0.3052 -1.7594
14 H -2.0027 1.2707 -1.6815
15 H -1.8498 -0.5527 -2.0040
16 H -2.9427 0.8824 0.5153
17 H -3.0243 -0.8043 0.1354
18 H 1.6076 -0.4104 3.0304

Values from the calculation:
highest occupied orbital energy (alpha / beta) = -7.74 / -9.00 eV
LUMO level (alpha / beta) = -2.51 / -1.57 eV
energy above the lowest of the compared OMol25 structures with the same formula, charge and spin = 27.21 kcal per mole
2S+1 = 1
electronic energy = -27106.72474 eV
charge = 0